(1)
{
  "formula": "C4H9NO2",
  "method": "ωB97M-V/def2-TZVPD",
  "elements": ["C", "C", "O", "C", "C", "O", "N", "H", "H", "H", "H", "H", "H", "H", "H", "H"],
  "positions_angstrom": [[-1.976, -0.077, -0.675], [-0.547, 0.300, -0.313], [-0.488, 1.507, 0.450], [0.134, -0.772, 0.538], [1.646, -0.837, 0.378], [2.251, -1.892, 0.311], [2.259, 0.377, 0.297], [-2.571, -0.275, 0.222], [-1.975, -0.977, -1.300], [-2.462, 0.723, -1.247], [0.025, 0.438, -1.244], [-0.956, 2.195, -0.041], [-0.105, -0.561, 1.588], [-0.247, -1.769, 0.304], [3.267, 0.392, 0.254], [1.744, 1.227, 0.480]],
  "forces_ev_per_angstrom": [[-0.0631, -0.0106, 0.0144], [0.0049, -0.2792, -0.1564], [-0.0955, 0.2489, -0.1421], [-0.0321, -0.1079, -0.0271], [0.0424, -0.0486, 0.0478], [-0.1458, 0.3190, 0.0152], [0.0575, -0.0349, 0.0573], [0.0894, 0.0415, -0.0879], [-0.0110, 0.1298, 0.0995], [0.0771, -0.0928, 0.1012], [-0.0728, -0.0329, 0.1133], [0.1136, -0.0716, 0.1158], [0.0442, -0.0672, -0.1309], [0.0542, 0.1303, -0.0141], [-0.1397, 0.0248, 0.0235], [0.0768, -0.1486, -0.0297]],
  "e_above_lowest_kj_mol": 36.5,
  "multiplicity": 1,
  "lumo_energy_ev": 0.69,
  "total_energy_ev": -9879.6827,
  "smiles": "C[C@@H](O)CC(N)=O",
  "homo_ev": -9.634
}

---

(2)
{
  "formula": "C4H9NO2",
  "method": "ωB97M-V/def2-TZVPD",
  "elements": ["C", "N", "C", "C", "O", "O", "C", "H", "H", "H", "H", "H", "H", "H", "H", "H"],
  "positions_angstrom": [[-2.484, 0.411, -0.218], [-1.778, -0.747, 0.305], [-0.495, -0.363, 0.823], [0.539, -0.047, -0.226], [0.488, -0.333, -1.397], [1.607, 0.483, 0.391], [2.857, 0.189, -0.189], [-2.667, 1.105, 0.610], [-3.446, 0.079, -0.611], [-1.943, 0.955, -1.010], [-1.596, -1.387, -0.466], [-0.041, -1.165, 1.421], [-0.562, 0.506, 1.485], [3.591, 0.713, 0.425], [2.906, 0.490, -1.234], [3.024, -0.889, -0.110]],
  "forces_ev_per_angstrom": [[-0.2874, 0.1753, -0.0553], [0.1999, -0.0786, -0.1550], [0.0057, 0.1045, 0.1514], [0.1025, -0.2730, -0.2162], [0.0706, 0.0786, 0.4746], [-0.3200, 0.1209, 0.2041], [0.6520, -0.0868, -0.1131], [-0.0683, -0.0659, -0.1463], [0.0205, 0.1560, -0.0149], [-0.0687, -0.1245, 0.1241], [-0.1808, -0.0186, 0.1149], [-0.1362, 0.0484, -0.0551], [-0.1635, -0.1407, 0.0092], [-0.0030, -0.0341, -0.2524], [0.0491, 0.0591, 0.0633], [0.1275, 0.0793, -0.1335]],
  "e_above_lowest_kj_mol": 129.3,
  "multiplicity": 1,
  "lumo_energy_ev": 0.90,
  "total_energy_ev": -9878.7205,
  "smiles": "CNCC(=O)OC",
  "homo_ev": -9.191
}

---

(3)
{
  "formula": "C4H9NO2",
  "method": "ωB97M-V/def2-TZVPD",
  "elements": ["C", "C", "N", "C", "O", "O", "C", "H", "H", "H", "H", "H", "H", "H", "H", "H"],
  "positions_angstrom": [[1.632, -0.999, 1.434], [1.692, -0.151, 0.174], [-0.046, -1.256, -0.889], [-0.533, -0.113, -0.637], [0.295, 0.729, -0.028], [-1.801, 0.225, -0.956], [-2.335, 1.517, -0.703], [1.362, -2.048, 1.266], [2.610, -0.973, 1.935], [0.900, -0.551, 2.105], [2.257, 0.752, 0.271], [2.090, -0.753, -0.668], [-0.648, -1.895, -1.359], [-3.378, 1.484, -1.039], [-2.301, 1.753, 0.363], [-1.797, 2.281, -1.270]],
  "forces_ev_per_angstrom": [[-0.1400, 0.2841, -0.0204], [-0.3786, 1.1658, 0.3191], [-0.6158, -0.6202, -0.3889], [0.3297, -1.0202, -0.2750], [1.2640, -1.4103, -0.1963], [0.4157, -0.0220, 0.1469], [0.0731, 0.2992, 0.1245], [0.0021, 0.4275, -0.2023], [-0.1831, 0.0867, -0.1486], [0.0402, -0.0983, 0.1930], [0.7001, 0.2963, 0.4744], [-1.0201, 0.9186, 0.2112], [-0.8268, -0.2470, -0.3432], [0.3370, -0.0445, 0.1012], [0.0205, 0.0254, -0.0812], [-0.0179, -0.0411, 0.0856]],
  "e_above_lowest_kj_mol": 262.6,
  "multiplicity": 1,
  "lumo_energy_ev": 1.00,
  "total_energy_ev": -9877.3391,
  "smiles": "[H]/N=C(\\OC)OCC",
  "homo_ev": -9.318
}

---

(4)
{
  "formula": "C4H9NO2",
  "method": "ωB97M-V/def2-TZVPD",
  "elements": ["C", "O", "C", "C", "N", "O", "C", "H", "H", "H", "H", "H", "H", "H", "H", "H"],
  "positions_angstrom": [[2.074, 0.255, -0.210], [1.320, -0.341, 0.822], [0.101, 0.303, 1.086], [-0.879, 0.139, -0.090], [-2.103, 0.912, 0.227], [-1.994, 2.047, -0.168], [-1.169, -1.342, -0.337], [3.040, -0.254, -0.227], [1.602, 0.140, -1.196], [2.233, 1.327, -0.022], [0.249, 1.379, 1.267], [-0.298, -0.161, 1.995], [-0.465, 0.736, -0.913], [-1.633, -1.793, 0.551], [-0.228, -1.878, -0.502], [-1.831, -1.529, -1.187]],
  "forces_ev_per_angstrom": [[0.1750, 0.0783, -0.1652], [0.0281, -0.0264, 0.0794], [-0.1609, 0.1325, 0.1433], [0.1019, -0.0665, -0.0445], [0.1895, 0.5484, -0.0742], [-0.4506, -0.4686, 0.3732], [-0.0172, 0.0489, -0.0078], [-0.1127, 0.0930, 0.0042], [0.0822, -0.0053, 0.1645], [-0.0325, -0.1481, -0.0034], [0.0453, -0.1377, 0.0147], [-0.0032, 0.0891, -0.1414], [0.1123, -0.7195, -0.2422], [0.0665, 0.2255, -0.1461], [-0.1361, 0.1628, -0.0283], [0.1124, 0.1936, 0.0736]],
  "e_above_lowest_kj_mol": 390.3,
  "multiplicity": 1,
  "lumo_energy_ev": -0.03,
  "total_energy_ev": -9876.0155,
  "smiles": "COC[C@@H](C)N=O",
  "homo_ev": -9.240
}

---

(5)
{
  "formula": "C4H9NO2",
  "method": "ωB97M-V/def2-TZVPD",
  "elements": ["C", "C", "O", "C", "C", "O", "N", "H", "H", "H", "H", "H", "H", "H", "H", "H"],
  "positions_angstrom": [[-2.260, -0.160, -0.626], [-0.199, 0.459, -0.575], [-0.268, 1.543, 0.253], [0.295, -0.748, 0.180], [1.820, -0.754, 0.318], [2.495, -1.718, 0.011], [2.344, 0.374, 0.871], [-2.366, -0.027, 0.449], [-2.366, -1.206, -0.913], [-2.980, 0.469, -1.157], [-1.170, 0.275, -1.282], [-0.373, 2.327, -0.304], [-0.125, -0.813, 1.197], [0.039, -1.657, -0.366], [3.347, 0.448, 0.938], [1.768, 1.189, 1.007]],
  "forces_ev_per_angstrom": [[-0.2676, -0.1476, 0.1639], [0.0954, -0.1578, 0.1130], [-0.1195, 0.1851, -0.1311], [-0.0378, -0.0999, -0.1018], [0.0866, -0.0817, 0.0429], [-0.2010, 0.2732, 0.0593], [0.0464, 0.0024, -0.0599], [0.1594, 0.0286, -0.1353], [0.0645, 0.0890, -0.0058], [0.1329, -0.0006, 0.0026], [-0.0527, -0.0219, -0.0879], [0.0663, -0.0821, 0.1600], [0.0273, 0.0352, -0.0901], [0.0278, 0.1107, 0.0780], [-0.1251, -0.0195, -0.0112], [0.0971, -0.1132, 0.0035]],
  "e_above_lowest_kj_mol": 404.1,
  "multiplicity": 1,
  "lumo_energy_ev": 0.62,
  "total_energy_ev": -9875.8719,
  "homo_ev": -8.133
}

---

(6)
{
  "formula": "C4H9NO2",
  "method": "ωB97M-V/def2-TZVPD",
  "elements": ["C", "C", "C", "O", "N", "C", "O", "H", "H", "H", "H", "H", "H", "H", "H", "H"],
  "positions_angstrom": [[-1.170, 1.825, -0.218], [-0.289, 0.577, 0.090], [-0.553, -1.663, 0.187], [-0.616, -1.926, 1.527], [0.965, 0.719, -0.566], [1.840, -0.291, -0.442], [1.682, -1.173, 0.393], [-0.820, 2.734, 0.319], [-2.208, 1.689, 0.094], [-1.189, 2.115, -1.280], [-0.185, 0.436, 1.160], [-1.517, -1.567, -0.256], [0.057, -2.426, -0.340], [0.284, -2.098, 1.851], [1.073, 1.370, -1.333], [2.645, -0.322, -1.185]],
  "forces_ev_per_angstrom": [[-0.0812, -0.4762, -0.0594], [0.0337, -0.4907, 0.1635], [-0.7869, 0.5687, -0.2645], [0.0418, 0.2536, -0.0217], [0.0813, -0.2808, 0.0343], [0.3719, -0.1094, 0.0977], [0.9973, 0.4625, -0.0681], [0.1120, -0.6654, -0.0762], [0.1091, -0.1653, -0.0339], [0.0415, -0.3765, 0.1739], [0.1954, 0.1348, 0.1136], [-0.7767, -0.1966, 0.1309], [-0.1809, 1.1886, -0.0643], [-0.2142, 0.1967, -0.2989], [-0.0859, -0.1985, 0.1344], [0.1417, 0.1545, 0.0388]],
  "e_above_lowest_kj_mol": 398.7,
  "multiplicity": 1,
  "lumo_energy_ev": 0.82,
  "total_energy_ev": -9875.9283,
  "homo_ev": -7.660
}

---

(7)
{
  "formula": "C4H9NO2",
  "method": "ωB97M-V/def2-TZVPD",
  "elements": ["C", "C", "C", "N", "C", "O", "O", "H", "H", "H", "H", "H", "H", "H", "H", "H"],
  "positions_angstrom": [[1.254, -0.276, -0.806], [1.123, -0.082, 0.658], [-1.008, 1.477, 0.440], [-0.287, -0.884, -1.100], [-0.559, 0.079, 0.776], [-0.340, -2.247, -0.676], [-1.160, -0.614, 1.602], [-1.052, -2.246, 0.003], [-1.186, -0.530, -1.426], [2.325, -0.052, -0.939], [1.292, -0.045, -1.879], [1.591, 0.821, 1.045], [1.391, -0.965, 1.237], [-0.287, 2.216, 0.791], [-1.130, 1.630, -0.634], [-1.966, 1.718, 0.908]],
  "forces_ev_per_angstrom": [[-2.8175, 0.8137, -1.0139], [-4.2018, 2.3249, -0.0202], [-0.7626, 0.3274, -0.7417], [3.1305, -3.4510, 1.9922], [3.0156, 0.0531, 3.0697], [-1.5322, 0.3763, -0.1737], [0.1169, 0.1163, -1.5751], [0.5811, -0.1142, 0.0751], [1.0399, 0.2969, -1.1255], [2.0882, -4.2301, -0.2074], [-1.5686, 4.0570, -0.1024], [0.2427, -0.0494, 0.2528], [0.3224, -0.1224, -0.4023], [0.1414, -0.1835, -0.0065], [0.1209, 0.0996, -0.0226], [0.0830, -0.3147, 0.0016]],
  "e_above_lowest_kj_mol": 934.2,
  "multiplicity": 1,
  "lumo_energy_ev": -0.33,
  "total_energy_ev": -9870.3780,
  "smiles": "CC(=O)CCNO",
  "homo_ev": -8.534
}

---

(8)
{
  "formula": "C4H9NO2",
  "method": "ωB97M-V/def2-TZVPD",
  "elements": ["C", "C", "C", "O", "N", "C", "O", "H", "H", "H", "H", "H", "H", "H", "H", "H"],
  "positions_angstrom": [[-2.099, 0.397, -0.424], [1.391, -1.171, 0.428], [1.480, -0.357, -0.840], [2.266, 0.793, -0.616], [0.304, -1.301, 1.076], [-1.327, 1.163, 0.609], [-0.346, 1.839, 0.388], [-2.029, -0.670, -0.182], [-1.700, 0.583, -1.424], [-3.154, 0.687, -0.385], [2.348, -1.587, 0.763], [1.981, -0.932, -1.627], [0.469, -0.105, -1.173], [1.683, 1.419, -0.158], [0.463, -1.846, 1.927], [-1.732, 1.088, 1.639]],
  "forces_ev_per_angstrom": [[0.0393, 0.0694, -0.1018], [-0.1208, 0.0057, 0.0714], [-0.1962, -0.2935, -0.0706], [-0.1512, 0.2132, 0.1513], [0.4569, -0.0910, -0.1735], [0.2010, 0.1699, -0.0338], [-0.4334, -0.2940, 0.0741], [-0.0127, 0.1767, -0.0149], [-0.0733, -0.0295, 0.1324], [0.1181, -0.0303, 0.0237], [-0.0784, 0.0166, 0.1053], [-0.0885, -0.0038, 0.1311], [0.1325, -0.0171, -0.0319], [0.1316, 0.0287, -0.0691], [-0.0475, 0.0520, -0.1109], [0.1226, 0.0269, -0.0827]],
  "e_above_lowest_kj_mol": 208.4,
  "multiplicity": 1,
  "lumo_energy_ev": 1.03,
  "total_energy_ev": -9877.9005,
  "smiles": "[H]/N=C/CO.CC=O",
  "homo_ev": -9.970
}

---

(9)
{
  "formula": "C4H9NO2",
  "method": "ωB97M-V/def2-TZVPD",
  "elements": ["C", "C", "O", "O", "H", "H", "H", "H", "C", "C", "N", "H", "H", "H", "H", "H"],
  "positions_angstrom": [[-0.726, 2.109, 1.254], [0.047, 0.832, 1.094], [1.391, 1.041, 1.100], [-0.391, -0.283, 1.414], [1.780, 0.145, 1.183], [-1.540, 2.125, 0.524], [-1.128, 2.165, 2.269], [-0.088, 2.983, 1.101], [-0.673, -2.016, -1.253], [0.364, -0.945, -1.207], [1.616, -1.158, -1.326], [2.160, -0.295, -1.404], [-0.017, 0.144, -0.996], [-1.611, -1.611, -1.638], [-0.331, -2.849, -1.872], [-0.852, -2.387, -0.242]],
  "forces_ev_per_angstrom": [[-0.0434, 0.4103, -1.0218], [0.1487, -1.8978, 4.0715], [-0.3990, -0.5084, -0.8393], [0.4477, 2.1302, -1.4663], [-0.0880, 0.4039, -0.0639], [-0.0544, 0.0954, 0.2552], [-0.0020, -0.3094, -0.2143], [-0.0853, -0.2083, -0.1006], [0.0992, -0.1012, 0.1089], [0.6445, 2.0029, 0.2747], [-0.7781, -0.0983, -0.5576], [-0.2679, -0.1068, 0.4381], [0.4332, -1.9107, -0.9476], [0.0466, -0.1023, 0.0118], [-0.0305, 0.1385, 0.0679], [-0.0713, 0.0618, -0.0166]],
  "e_above_lowest_kj_mol": 159.4,
  "multiplicity": 1,
  "lumo_energy_ev": 0.65,
  "total_energy_ev": -9878.4084,
  "smiles": "[H]/N=C/C.CC(=O)O",
  "homo_ev": -9.778
}

---

(10)
{
  "formula": "C4H9NO2",
  "method": "ωB97M-V/def2-TZVPD",
  "elements": ["N", "C", "O", "C", "C", "C", "O", "H", "H", "H", "H", "H", "H", "H", "H", "H"],
  "positions_angstrom": [[-2.393, -0.559, -1.496], [-1.556, -0.195, -0.482], [-1.971, 0.604, 0.345], [-0.124, -0.783, -0.370], [0.504, -0.230, 0.923], [1.459, 0.942, 0.761], [2.769, 0.485, 0.477], [-3.317, -0.153, -1.431], [-2.212, -1.228, -2.225], [-0.162, -1.882, -0.352], [0.481, -0.527, -1.252], [-0.346, 0.146, 1.492], [0.983, -1.009, 1.522], [1.091, 1.601, -0.041], [1.449, 1.527, 1.693], [3.345, 1.260, 0.436]],
  "forces_ev_per_angstrom": [[0.0299, -0.0407, -0.0279], [-0.0268, 0.1565, 0.1354], [0.0543, -0.1712, -0.2960], [-0.0971, 0.0696, 0.0356], [-0.0294, -0.0128, 0.0962], [-0.5191, 0.1146, 0.0802], [0.2818, 0.1127, -0.1362], [0.2188, -0.1370, -0.1336], [0.2555, 0.0402, 0.2237], [-0.1979, 0.2661, -0.0195], [-0.2751, 0.0540, 0.1214], [0.2124, -0.0778, 0.2040], [0.0589, 0.0387, -0.2164], [0.0462, -0.0505, 0.0903], [0.0655, -0.0887, -0.1198], [-0.0778, -0.2737, -0.0374]],
  "e_above_lowest_kj_mol": 80.1,
  "multiplicity": 1,
  "lumo_energy_ev": 0.90,
  "total_energy_ev": -9879.2307,
  "smiles": "NC(=O)CCCO",
  "homo_ev": -9.922
}